# 1
Molecular formula: C5H16NO2
Method: DFT, ωB97M-V with the def2-TZVPD basis set

Geometry as XYZ:
```
24
Properties=species:S:1:pos:R:3
C -0.756 -2.139 -0.661
C -0.620 -0.644 -0.882
C 0.035 0.158 0.336
C -0.075 1.551 -0.064
C -0.785 -0.098 1.634
N 0.556 -2.633 -0.269
H -1.126 -2.474 -1.641
H -1.484 -2.456 0.082
H -0.014 -0.515 -1.778
H -1.583 -0.142 -1.019
H -1.090 1.943 0.064
H 0.676 2.315 0.148
H -1.856 0.010 1.450
H -0.492 0.525 2.471
H -0.592 -1.160 1.796
H 1.034 -0.247 0.484
H 1.291 -2.196 -0.810
H 0.743 -3.622 -0.227
H 3.315 2.304 2.466
H 1.858 2.096 2.045
O 2.659 1.631 2.275
H -0.415 1.616 -1.948
H -0.683 2.565 -3.060
O -0.595 1.613 -2.895
```

Multiplicity: 1
Energy: -404.93836 Eh
Total charge: +1
F_max: 4.672 eV/A

Results of the Löwdin charge analysis, in e, for atoms 1 through 6: -0.254 -0.142 -0.356 0.283 0.021 0.019

# 2
Molecular formula: C5H16NO4
Method: DFT, ωB97M-V with the def2-TZVPD basis set

Geometry as XYZ:
```
26
Properties=species:S:1:pos:R:3
C 0.148 2.145 0.653
C 1.569 1.547 0.236
O 1.452 0.605 -0.784
C -0.925 1.227 1.237
N -1.284 0.262 0.139
C -1.695 -1.117 0.676
C -1.296 -2.266 -0.394
O -0.235 -3.008 0.176
H -0.338 2.648 -0.259
H 0.523 2.956 1.331
H 2.153 1.027 0.982
H 2.042 2.497 -0.086
H 1.681 -0.625 -0.317
H -0.795 0.701 2.174
H -1.740 1.995 1.518
H -0.499 0.214 -0.558
H -2.744 -1.168 0.800
H -1.210 -1.405 1.601
H -2.236 -2.881 -0.513
H -0.969 -1.937 -1.309
H 1.999 -1.393 1.045
H 0.658 -2.394 0.133
O 1.974 -1.553 0.199
H -0.017 0.333 -3.204
H 1.112 0.664 -2.302
O 0.674 0.923 -3.175
```

Multiplicity: 1
Energy: -555.79230 Eh
Total charge: -1
F_max: 7.471 eV/A

Results of the Löwdin charge analysis, in e, for atoms 1 through 6: -0.194 -0.310 -0.328 -0.261 -0.060 -0.164

# 3
Molecular formula: C5H16NS2
Method: DFT, ωB97M-V with the def2-TZVPD basis set

Geometry as XYZ:
```
24
Properties=species:S:1:pos:R:3
C -0.636 0.454 2.110
C -1.612 1.204 1.220
C -1.807 2.607 1.741
N -0.589 -1.080 1.815
H 0.421 0.780 1.986
H -0.886 0.548 3.188
H -2.601 0.673 1.288
H -1.209 1.249 0.189
H -2.185 2.588 2.803
H -0.860 3.206 1.619
H -2.634 3.149 1.197
H -1.535 -1.474 1.799
H -0.096 -1.260 0.924
H -0.077 -1.518 2.588
C -1.302 -1.650 -2.065
C -0.079 -0.740 -2.343
S 1.184 -1.107 -0.966
S 1.959 0.716 -0.367
H -1.727 -1.465 -1.094
H -1.052 -2.690 -2.089
H -2.075 -1.474 -2.823
H -0.316 0.333 -2.295
H 0.383 -0.935 -3.309
H 2.906 0.854 -1.326
```

Multiplicity: 2
<S²>: 0.756
Energy: -1050.52248 Eh
Total charge: +2
F_max: 1.693 eV/A

Results of the Löwdin charge analysis, in e, for atoms 1 through 6: -0.159 -0.279 -0.100 0.180 0.098 0.151